Entry from the OMol25 dataset: an isolated molecule of C4H4N2O3S2 (the ωB97M-V functional and the def2-TZVPD basis).

total energy: -35000.1542 eV
energy above the lowest of the compared OMol25 structures with the same formula, charge and spin: 2.360 eV
LUMO (spin up / spin down): -1.92 / -1.92 eV
HOMO-LUMO gap (spin up / spin down): 7.532 / 7.533 eV
HOMO (spin up / spin down): -9.4497 / -9.4502 eV
multiplicity: 1
F_max: 4.933 eV/A

Positions of all 15 atoms, in Å:
S1 0.928 1.549 -0.079
S2 -2.077 -1.562 0.297
O1 -2.423 -2.110 -1.012
O2 -1.394 2.311 -0.021
O3 -3.329 1.324 0.095
N1 -2.113 1.303 0.050
N2 0.590 -1.131 0.252
C1 2.623 0.882 -0.158
C2 -1.442 0.113 0.082
C3 -0.275 -2.034 0.424
C4 0.048 0.122 0.088
H1 2.887 0.731 -1.203
H2 0.006 -3.068 0.531
H3 2.686 -0.056 0.382
H4 3.285 1.628 0.272

Forces on atoms 1 to 6 (eV/Å):
S 0.90 -0.23 0.00
S 0.93 1.20 0.39
O -0.61 -0.63 -0.81
O -0.59 0.17 -0.06
O -0.31 -0.04 0.00
N -0.40 0.66 0.07



Entry from the OMol25 dataset: C50H42Cl3NO4PPbS as an isolated structure (the ωB97M-V functional and the def2-TZVPD basis).

total energy: -125142.2174 eV
energy above the lowest of the compared OMol25 structures with the same formula, charge and spin: 1.701 eV
total charge: +1
LUMO: -3.45 eV
HOMO-LUMO gap: 6.522 eV
HOMO: -9.9682 eV
multiplicity: 1
F_max: 0.715 eV/A

Positions of all 103 atoms, in Å:
Pb1 -0.452 -0.427 -0.480
Cl1 -5.117 0.189 0.971
Cl2 -0.086 2.183 1.231
Cl3 -3.751 3.620 4.891
S1 -1.678 2.551 -1.755
P1 2.265 -1.000 1.550
O1 1.490 -0.129 -1.426
O2 4.494 0.581 -2.666
O3 -0.775 1.336 -1.981
O4 -2.373 0.510 0.104
N1 2.567 2.482 -2.401
C1 1.803 -3.606 0.470
C2 3.310 -4.651 -1.093
C3 2.126 -4.664 -0.373
C4 -1.727 2.045 1.848
C5 -2.642 -2.909 -5.031
C6 -1.825 -2.364 3.182
C7 1.655 -0.488 -2.671
C8 3.121 2.664 -0.053
C9 0.540 -2.104 3.549
C10 0.681 -1.486 2.309
C11 -0.673 4.545 -3.300
C12 3.272 -0.047 3.921
C13 2.655 -2.511 0.588
C14 5.560 -0.334 -2.893
C15 1.843 0.084 -5.052
C16 3.308 2.027 -1.268
C17 -3.097 -5.163 -5.729
C18 -2.105 4.281 -3.763
C19 -2.227 -4.749 -3.527
C20 -2.388 2.830 -3.403
C21 -0.706 -2.528 3.986
C22 4.334 1.089 -1.427
C23 3.837 -2.504 -0.156
C24 -0.461 -1.297 1.541
C25 4.132 0.028 5.003
C26 5.142 0.788 -0.335
C27 1.582 -1.840 -3.058
C28 -1.710 -1.751 1.941
C29 -3.326 2.711 3.476
C30 -2.669 -5.635 -4.495
C31 1.868 0.481 -3.689
C32 -2.639 1.217 1.171
C33 1.734 -1.231 -5.401
C34 2.095 1.847 -3.452
C35 -1.276 -1.702 -1.976
C36 -2.041 2.780 2.979
C37 -1.733 -2.461 -2.797
C38 4.434 -1.991 3.121
C39 5.307 -1.904 4.199
C40 3.925 2.355 1.031
C41 4.173 -3.567 -0.976
C42 -0.601 4.014 -1.873
C43 -2.210 -3.378 -3.790
C44 -3.083 -3.801 -5.995
C45 3.410 -1.062 2.971
C46 -3.933 1.195 1.733
C47 5.159 -0.898 5.140
C48 1.626 -2.196 -4.382
C49 -4.280 1.920 2.854
C50 4.932 1.415 0.883
H1 5.950 0.078 -0.440
H2 -2.241 4.451 -4.830
H3 -1.849 2.131 -4.045
H4 -0.413 5.602 -3.345
H5 0.376 3.673 -1.541
H6 0.883 -3.650 1.039
H7 2.342 3.410 0.044
H8 -1.293 3.394 3.459
H9 -3.420 -3.433 -6.955
H10 2.479 0.686 3.812
H11 1.957 0.844 -5.816
H12 4.550 -2.794 2.404
H13 1.734 -1.531 -6.440
H14 -2.795 4.945 -3.237
H15 -3.445 -5.858 -6.482
H16 -0.805 -3.000 4.954
H17 4.005 0.812 5.739
H18 -2.630 -1.845 -5.229
H19 0.024 4.001 -3.945
H20 5.451 -1.222 -2.269
H21 5.103 -3.555 -1.529
H22 3.564 -5.480 -1.740
H23 -2.684 -6.696 -4.286
H24 -5.286 1.863 3.243
H25 6.099 -2.634 4.306
H26 5.837 -0.836 5.981
H27 -1.895 -5.107 -2.562
H28 5.567 1.165 1.722
H29 1.465 -2.585 -2.282
H30 6.526 0.139 -2.705
H31 -2.583 -1.609 1.316
H32 3.769 2.848 1.980
H33 1.550 -3.243 -4.649
H34 -3.441 2.560 -3.377
H35 5.488 -0.618 -3.938
H36 2.543 3.490 -2.477
H37 4.501 -1.650 -0.079
H38 1.413 -2.259 4.172
H39 -2.794 -2.705 3.521
H40 1.451 -5.506 -0.454
H41 -0.982 4.730 -1.144
H42 1.882 2.515 -4.282

Forces on atoms 1 to 6 (eV/Å):
Pb -0.66 -0.23 0.14
Cl -0.01 -0.01 0.00
Cl -0.04 -0.04 -0.02
Cl 0.00 0.00 -0.01
S -0.07 -0.21 0.02
P 0.07 0.15 0.06



Entry from the OMol25 dataset: a 9-piece molecular cluster, C44H113N7O14 overall (the ωB97M-V functional and the def2-TZVPD basis).

⟨S²⟩: 0.750
total energy: -86540.4790 eV
total charge: -1
LUMO (spin up / spin down): 2.16 / 2.13 eV
HOMO-LUMO gap (spin up / spin down): 1.447 / 8.740 eV
HOMO (spin up / spin down): 0.7127 / -6.6105 eV
multiplicity: 2
F_max: 4.104 eV/A

Positions of all 178 atoms, in Å:
O1 1.944 3.644 5.124
O2 1.475 -5.464 1.417
O3 -0.911 1.809 -0.593
O4 -4.603 1.190 -4.334
O5 -9.418 -0.314 -7.714
O6 -1.484 7.490 4.569
O7 0.524 -3.724 -5.842
O8 1.345 2.922 -3.856
O9 2.946 0.350 -2.739
O10 3.720 0.695 1.837
O11 -1.156 -8.067 4.771
O12 2.983 0.242 8.906
O13 0.322 -4.847 -1.411
O14 -1.458 7.235 -1.152
N1 -6.823 -0.263 -5.045
N2 -3.004 7.441 1.604
N3 -0.149 -7.832 1.904
N4 2.392 -4.356 -3.367
N5 3.649 3.115 7.447
N6 0.811 -1.393 -1.349
N7 2.669 -1.765 1.044
C1 -0.944 -1.169 0.169
C2 -5.419 0.784 -3.307
C3 1.210 -5.883 -1.835
C4 0.816 -7.354 2.858
C5 1.962 -3.784 -5.669
C6 -0.656 8.599 4.974
C7 -1.537 6.722 -2.514
C8 1.521 3.247 -5.245
C9 0.033 0.882 -1.195
C10 2.396 -4.898 -4.702
C11 4.282 0.011 -2.333
C12 4.335 -1.504 -2.202
C13 2.536 -5.296 -2.240
C14 0.637 4.476 -5.416
C15 -3.186 1.332 -4.034
C16 3.563 2.134 1.624
C17 -2.815 7.927 4.157
C18 2.461 0.167 2.316
C19 -1.467 -8.630 6.071
C20 -0.110 -2.797 -5.001
C21 3.943 1.253 9.014
C22 -1.591 6.320 -0.029
C23 1.735 0.692 8.197
C24 -9.694 -0.725 -9.044
C25 -8.206 -0.646 -7.125
C26 5.420 0.686 -3.175
C27 -1.630 7.091 1.320
C28 3.032 4.501 5.537
C29 4.495 1.950 7.771
C30 1.326 2.090 -6.223
C31 -0.332 -0.624 -1.173
C32 -1.739 -8.855 3.667
C33 -1.524 -7.979 2.462
C34 1.212 4.179 4.043
C35 0.584 -4.511 2.015
C36 -2.880 8.425 2.700
C37 -0.394 2.527 0.491
C38 -6.742 0.549 -3.813
C39 -8.156 -0.109 -5.712
C40 2.550 -1.361 2.469
C41 4.184 3.703 6.225
C42 -0.948 -5.275 -1.030
C43 3.621 -1.984 3.354
C44 1.972 -6.448 2.304
H1 2.681 5.240 6.258
H2 4.673 -1.815 3.124
H3 -3.576 7.165 4.321
H4 -1.215 -9.809 3.628
H5 -1.090 6.742 2.200
H6 1.503 -5.522 -4.744
H7 4.470 -2.107 -3.100
H8 2.888 -4.669 -1.421
H9 5.447 1.772 -3.086
H10 -7.267 1.504 -3.830
H11 -0.411 4.189 -5.334
H12 5.010 -1.834 -1.413
H13 -1.647 -4.474 -0.789
H14 0.233 -2.976 -3.982
H15 -0.509 -8.508 6.576
H16 2.862 -6.952 1.928
H17 2.139 0.649 3.239
H18 2.318 -0.147 -2.209
H19 0.712 5.091 4.366
H20 -0.553 -1.011 1.174
H21 -1.049 7.459 -3.152
H22 1.333 -6.606 -1.029
H23 5.480 2.390 7.929
H24 2.683 2.923 7.225
H25 1.591 -1.802 2.742
H26 1.277 -0.286 8.346
H27 -2.856 0.341 -3.723
H28 -2.812 -8.941 3.839
H29 -3.546 7.605 0.767
H30 -2.138 -8.316 1.627
H31 0.847 5.176 -4.608
H32 -0.475 9.390 4.246
H33 -1.861 -6.951 2.594
H34 1.235 1.497 8.736
H35 3.527 5.137 4.802
H36 6.339 0.198 -2.852
H37 1.766 4.388 3.127
H38 -1.071 -2.247 0.071
H39 -4.901 -0.126 -3.004
H40 2.489 -5.871 3.070
H41 3.467 -3.023 3.648
H42 3.285 -6.005 -2.592
H43 0.612 -2.378 -1.248
H44 1.230 -8.142 3.487
H45 2.551 3.573 -5.390
H46 5.207 0.354 -4.192
H47 2.430 -2.840 -5.389
H48 4.854 1.215 7.050
H49 0.900 -6.433 -2.723
H50 -3.048 8.712 4.877
H51 5.123 4.253 6.276
H52 0.287 1.079 -2.236
H53 -1.092 5.768 -2.796
H54 -3.793 9.006 2.572
H55 0.717 4.933 -6.403
H56 2.984 -2.692 0.796
H57 -2.545 6.596 -2.909
H58 -2.385 -8.335 6.578
H59 0.187 -1.802 -5.332
H60 -0.944 -0.971 -2.005
H61 -2.100 9.138 2.432
H62 0.384 -6.760 3.664
H63 -8.455 0.937 -5.647
H64 -5.484 1.471 -2.463
H65 3.366 -1.882 -1.876
H66 -1.271 -5.883 -1.875
H67 4.570 2.548 1.567
H68 2.176 1.410 -6.168
H69 2.392 -4.009 -6.645
H70 4.875 0.816 9.371
H71 -10.745 -0.500 -9.230
H72 0.481 2.193 1.048
H73 3.055 2.598 2.469
H74 -0.989 9.003 5.930
H75 4.369 2.860 5.559
H76 3.261 -5.445 -5.078
H77 -7.378 -0.125 -7.605
H78 -1.200 -2.804 -4.993
H79 -6.208 0.327 -5.586
H80 -9.042 -0.183 -9.729
H81 -0.321 -4.972 2.410
H82 -1.386 -9.699 5.873
H83 -0.034 -7.211 1.116
H84 2.009 0.820 7.150
H85 -0.772 5.608 -0.130
H86 -0.047 3.489 0.115
H87 2.983 2.482 0.769
H88 3.676 2.033 9.727
H89 1.291 2.378 -7.274
H90 -1.075 7.969 0.990
H91 -7.978 -1.711 -7.165
H92 -2.513 5.767 -0.212
H93 1.657 0.501 1.661
H94 1.523 -3.840 -3.348
H95 3.342 -1.468 4.272
H96 -9.414 -1.756 -9.259
H97 1.434 -1.420 -0.554
H98 0.184 -3.912 1.198
H99 1.097 -4.071 2.871
H100 4.363 0.488 -1.357
H101 0.421 1.509 -6.041
H102 -8.896 -0.721 -5.197
H103 -7.203 -0.169 -3.135
H104 -1.081 2.661 1.327
H105 0.322 8.203 5.246
H106 3.424 -1.165 0.744
H107 -0.946 -5.903 -0.139
H108 -1.991 -0.916 0.334
H109 -2.878 1.978 -3.212
H110 0.414 3.487 3.776
H111 1.737 2.083 -3.604
H112 1.054 0.961 -0.820
H113 -2.634 1.541 -4.951

Forces on atoms 1 to 6 (eV/Å):
O 1.72 0.51 -0.28
O -0.18 -0.29 -1.01
O 1.06 -1.85 -0.48
O 1.97 2.62 -1.59
O -1.31 -0.02 0.10
O -0.30 0.72 -0.45



Entry from the OMol25 dataset: C3H3LiO3Pb as an isolated structure (the ωB97M-V functional and the def2-TZVPD basis).

⟨S²⟩: 0.753
total energy: -14721.7203 eV
total charge: +3
LUMO (spin up / spin down): -14.03 / -15.30 eV
HOMO-LUMO gap (spin up / spin down): 9.328 / 9.993 eV
HOMO (spin up / spin down): -23.3628 / -25.2958 eV
multiplicity: 2
F_max: 2.294 eV/A

Positions of all 11 atoms, in Å:
Pb1 -2.579 -2.130 -0.750
O1 -1.660 -0.054 -1.371
O2 -0.876 -1.113 0.389
O3 -0.062 0.926 -0.187
C1 1.455 -0.098 1.379
C2 1.124 0.813 0.348
C3 -0.961 -0.113 -0.335
Li1 -1.587 1.293 -2.787
H1 1.897 1.306 -0.245
H2 0.794 -0.295 2.222
H3 2.454 -0.536 1.337

Forces on atoms 1 to 6 (eV/Å):
Pb -1.24 -1.73 -0.03
O -0.64 0.92 -0.39
O -0.21 0.38 0.47
O -1.19 0.76 -0.77
C 0.03 0.73 -0.09
C 1.09 -1.75 0.29



Entry from the OMol25 dataset: C20H36BN8O3P2S2Sc as an isolated structure (the ωB97M-V functional and the def2-TZVPD basis).

total energy: -101022.6794 eV
energy above the lowest of the compared OMol25 structures with the same formula, charge and spin: 0.679 eV
LUMO: 0.29 eV
HOMO-LUMO gap: 7.051 eV
HOMO: -6.7588 eV
multiplicity: 1
F_max: 2.021 eV/A

Positions of all 73 atoms, in Å:
Sc1 -0.021 0.334 -0.106
S1 -0.114 2.603 -1.224
S2 -0.165 1.850 1.954
P1 -1.461 -0.937 2.575
P2 1.439 -0.754 2.642
O1 -1.377 -0.844 1.105
O2 -0.035 -0.743 3.343
O3 1.411 -0.673 1.169
N1 -1.418 -0.462 -1.645
N2 2.387 0.392 3.389
N3 -1.831 -2.506 3.006
N4 1.527 -0.295 -1.576
N5 1.986 -2.263 3.101
N6 1.416 -0.762 -2.826
N7 -1.196 -0.915 -2.885
N8 -2.576 0.076 3.279
C1 -2.396 0.431 4.674
C2 2.095 0.734 4.768
C3 2.899 1.521 2.632
C4 -0.283 5.179 -0.371
C5 -3.391 -0.781 -2.657
C6 3.203 -2.661 2.420
C7 -2.356 -1.116 -3.511
C8 -0.242 3.526 1.378
C9 -0.327 4.552 2.312
C10 1.950 -2.731 4.469
C11 3.567 -0.371 -2.500
C12 -0.367 6.190 0.565
C13 2.618 -0.821 -3.400
C14 -0.219 3.840 0.010
C15 -3.193 1.139 2.508
C16 -0.389 5.875 1.917
C17 -1.782 -2.989 4.368
C18 2.833 -0.045 -1.371
C19 -2.962 -3.048 2.276
C20 -2.752 -0.369 -1.500
B1 0.152 -1.278 -3.568
H1 -3.910 -2.811 2.769
H2 -1.563 -4.058 4.352
H3 -0.345 4.302 3.363
H4 4.094 -2.296 2.941
H5 4.626 -0.299 -2.640
H6 -0.994 -2.482 4.915
H7 -1.986 -0.416 5.217
H8 3.916 1.734 2.967
H9 -0.455 6.652 2.667
H10 3.238 -3.750 2.369
H11 -2.965 -2.629 1.274
H12 -2.734 -2.843 4.890
H13 -1.723 1.288 4.775
H14 3.009 1.116 5.228
H15 0.147 -0.771 -4.649
H16 2.912 1.271 1.573
H17 -0.415 7.222 0.243
H18 -2.391 -1.482 -4.517
H19 1.770 -0.153 5.305
H20 -3.133 0.899 1.448
H21 -3.371 0.687 5.092
H22 2.856 -2.457 5.021
H23 2.740 -1.173 -4.404
H24 2.278 2.411 2.767
H25 -2.852 -4.131 2.210
H26 3.197 0.353 -0.438
H27 0.223 -2.474 -3.617
H28 1.084 -2.324 4.981
H29 -2.693 2.098 2.669
H30 -3.201 -0.015 -0.585
H31 1.871 -3.820 4.464
H32 -4.444 -0.836 -2.844
H33 3.186 -2.257 1.412
H34 1.314 1.500 4.824
H35 -4.241 1.221 2.801
H36 -0.266 5.390 -1.429

Forces on atoms 1 to 6 (eV/Å):
Sc -0.02 0.47 -0.43
S 0.03 -0.46 0.09
S -0.05 0.75 -0.34
P -0.43 -0.56 1.83
P 0.42 -0.50 1.91
O -0.11 0.12 -0.52



Entry from the OMol25 dataset: a 2-piece molecular cluster, C16H23Cl2IN3O overall (the ωB97M-V functional and the def2-TZVPD basis).

total energy: -56608.5248 eV
total charge: +1
LUMO: -4.36 eV
HOMO-LUMO gap: 6.947 eV
HOMO: -11.3110 eV
multiplicity: 1
F_max: 8.798 eV/A

Positions of all 46 atoms, in Å:
I1 1.533 -0.280 -3.508
Cl1 0.489 -4.796 -0.348
Cl2 -2.116 -4.815 -2.562
O1 -0.073 -0.717 4.023
N1 2.544 3.524 0.401
N2 0.394 4.177 1.108
N3 1.124 1.702 1.688
C1 0.418 -5.645 -1.912
C2 -1.557 -1.730 1.043
C3 -0.378 -4.870 -2.951
C4 -0.507 0.078 3.025
C5 1.910 0.562 1.076
C6 1.369 0.285 -0.452
C7 2.512 -0.242 -1.502
C8 -4.057 -1.276 -0.162
C9 1.840 4.143 -0.825
C10 0.236 4.355 -0.415
C11 -4.269 0.082 0.786
C12 1.343 2.964 1.153
C13 -2.697 -2.208 -0.044
C14 -3.082 0.539 1.851
C15 -1.723 -0.382 1.973
C16 0.088 1.600 2.785
H1 -0.019 -3.841 -3.048
H2 3.494 0.395 -1.532
H3 2.241 5.200 -1.135
H4 -4.873 -1.611 -0.958
H5 0.959 4.993 1.431
H6 -0.288 -5.356 -3.927
H7 -0.291 3.320 -0.690
H8 3.213 2.821 0.016
H9 0.568 -0.592 -0.361
H10 -0.005 -6.640 -1.741
H11 1.450 -5.769 -2.253
H12 1.912 -0.430 1.725
H13 0.777 1.193 -0.927
H14 0.431 2.116 3.803
H15 2.715 -1.385 -1.239
H16 2.011 3.340 -1.670
H17 3.057 0.876 0.990
H18 -3.278 1.511 2.474
H19 -0.539 -2.330 1.173
H20 -0.299 5.340 -0.770
H21 -2.470 -3.164 -0.687
H22 -5.262 0.714 0.675
H23 -0.845 2.250 2.419

Forces on atoms 1 to 6 (eV/Å):
I 0.75 0.09 1.22
Cl -0.05 0.08 0.08
Cl -0.02 -0.04 -0.03
O -2.52 5.29 -6.56
N -3.67 -2.68 -0.09
N 0.61 -1.41 0.15